(1)
The following is a quantum chemistry calculation of a single C4H10N2O molecule, from OMol25.

```
! wB97M-V def2-TZVPD RIJCOSX def2/J DEFGRID3
* xyz 0 1
N 0.4713 1.2519 -1.6230
C 0.2574 0.2316 -0.5946
C 0.6756 0.6557 0.8239
C 1.0936 -0.5010 1.6688
O 0.6152 -0.8058 2.7260
C -1.2155 -0.1709 -0.5673
N -1.7428 -0.7081 -1.8246
H 1.3060 1.7872 -1.4023
H -0.2542 1.9596 -1.5259
H 0.8433 -0.6509 -0.8835
H -0.0908 1.2580 1.3029
H 1.5423 1.3149 0.7705
H 1.9237 -1.1211 1.2677
H -1.3036 -0.9121 0.2270
H -1.7794 0.7300 -0.3256
H -1.8671 0.0738 -2.4573
H -1.0264 -1.2671 -2.2759
*
```

HOMO energy = -9.52 eV
Maximum force = 0.7 eV Å⁻¹
SMILES string = NC[C@@H](N)CC=O
Molecular weight = 102.1 g/mol
Calculated total energy = -9337.3089 eV
LUMO = 0.9002 eV
Gap between HOMO and LUMO = 10.42 eV
ΔE to the lowest compared entry with this formula, charge and spin = 162.0 kJ/mol

(2)
The following is a quantum chemistry calculation of a molecular structure, C20H17BrLaN2O5 at a distorted geometry, from OMol25.

```
! wB97M-V def2-TZVPD RIJCOSX def2/J DEFGRID3
* xyz 1 1
La 0.2441 0.4896 0.1448
O 2.3795 -0.7843 0.4854
C 1.7584 -1.8146 -0.0454
O 1.1086 -1.4987 -1.0713
C 1.4869 -3.0951 0.7946
C 1.1918 -4.3279 -0.0404
C 1.2534 -5.5660 0.8684
C -0.0660 -5.4753 1.5796
C -0.7114 -4.1597 0.9657
O -0.1906 -4.2277 -0.3955
C 0.1052 -2.9952 1.5295
C -0.5309 -1.5747 1.5441
O -0.0972 -0.6462 2.3580
O -1.2464 -1.3205 0.5561
H 2.3184 -3.1661 1.5558
H 1.7737 -4.3190 -0.9564
H 1.4187 -6.5221 0.2701
H 2.0881 -5.5354 1.6422
H -0.6538 -6.3734 1.2782
H 0.1005 -5.5123 2.6863
H -1.7790 -4.0782 0.9658
H 0.4298 -3.1123 2.6004
Br 3.1468 7.1636 2.3889
C 2.0754 5.8724 1.6002
C 0.9958 6.3040 0.8534
C 0.2531 5.4291 0.0928
C 0.5133 4.0418 0.2536
C 1.4881 3.6053 1.1619
C 2.2778 4.4961 1.7882
N -0.2734 3.0059 -0.2740
C -1.1941 3.2035 -1.2427
C -1.6960 2.1433 -1.9279
C -2.4454 2.2979 -3.1093
C -2.9802 1.1749 -3.7611
C -2.8843 -0.1199 -3.1907
C -2.1563 -0.2582 -2.0490
N -1.5654 0.8551 -1.4492
H 0.8577 7.3750 0.9596
H -0.5581 5.7577 -0.5965
H 1.6515 2.5266 1.4134
H 2.9676 4.1224 2.5088
H -1.6337 4.2472 -1.4535
H -2.4660 3.3309 -3.4455
H -3.5089 1.3177 -4.6908
H -3.2446 -1.0831 -3.6272
H -2.0028 -1.1942 -1.5194
*
```

HOMO energy (alpha / beta) = -11.81 / -11.81 eV
Maximum force = 7.2 eV Å⁻¹
Molecular weight = 584.2 g/mol
Calculated total energy = -105131.5225 eV
LUMO (alpha / beta) = -5.3178 / -5.3175 eV
Gap between HOMO and LUMO (alpha / beta) = 6.49 / 6.49 eV
ΔE to the lowest compared entry with this formula, charge and spin = 29.1 kJ/mol

(3)
The following is a quantum chemistry calculation of 22 unconnected molecules or ions with the total composition C70H131N9O26S13 at a distorted geometry, from OMol25.

```
! wB97M-V def2-TZVPD RIJCOSX def2/J DEFGRID3
* xyz 0 1
C 22.4363 14.1276 11.7210
C 21.0765 13.9120 11.3503
N 20.0207 13.8032 10.9360
H 22.9311 15.0572 11.4659
H 23.0753 13.3361 11.3129
H 22.5110 14.1490 12.8308
C 15.8044 12.2273 15.1928
C 16.0508 13.3378 16.0703
N 16.3087 14.2866 16.6406
H 16.4491 12.3701 14.3171
H 14.7961 12.2710 14.8254
H 16.0580 11.2980 15.6699
C 15.7671 13.5067 20.2309
C 14.7078 13.7754 21.2162
N 13.8203 14.0573 21.8888
H 16.7451 13.6606 20.6874
H 15.5800 14.1402 19.3649
H 15.6703 12.4351 19.8902
C 16.3045 13.4668 24.7684
C 16.0107 12.1550 24.0801
N 15.9572 11.1957 23.5005
H 15.6214 14.2095 24.4211
H 17.3242 13.6782 24.5331
H 16.1102 13.3337 25.8469
C 13.9866 18.3209 20.7727
C 15.0308 17.5801 20.0402
N 15.9079 17.0740 19.5258
H 13.0659 17.9431 20.3317
H 14.0701 19.3607 20.5794
H 14.0905 18.0144 21.8378
C 15.6787 17.5825 15.8865
C 16.7770 18.2497 15.2056
N 17.5690 18.8754 14.6355
H 15.8660 17.6042 16.9645
H 15.6211 16.4914 15.6106
H 14.7470 18.1340 15.6399
C 24.6825 10.4033 16.4965
C 23.4493 11.1059 16.0971
N 22.4392 11.5384 15.7852
H 25.6586 10.8456 16.4058
H 24.7637 9.5509 15.8282
H 24.6257 10.0513 17.5115
C 13.5674 10.2664 16.9708
C 12.1295 10.4276 17.2395
N 10.9845 10.4253 17.3409
H 13.6858 10.3749 15.8921
H 13.8270 9.2954 17.3223
H 14.2305 10.9772 17.5016
C 23.8421 14.7873 15.7023
C 24.5874 14.0727 16.7036
N 25.0846 13.3755 17.4883
H 23.0532 14.1201 15.3659
H 24.5281 14.9887 14.8743
H 23.4444 15.7281 16.1125
C 24.6431 11.4442 20.3318
C 25.0444 12.8193 21.0645
C 25.4339 12.3201 22.4802
S 25.8823 10.6302 22.3969
O 24.8598 9.8290 22.9718
O 27.2332 10.3884 22.8408
C 25.7008 10.4470 20.7366
H 24.5710 11.4828 19.2573
H 23.7161 11.0359 20.7550
H 24.2209 13.5206 21.1878
H 25.8200 13.3747 20.5623
H 24.4749 12.2773 23.0503
H 26.2037 12.9031 22.9744
H 25.4676 9.4030 20.5731
H 26.6457 10.6801 20.2565
C 18.9307 19.9092 17.7844
C 18.6504 18.8157 18.8095
C 19.9548 18.4552 19.4517
S 21.0409 18.2807 18.1054
O 20.8442 17.0554 17.3696
O 22.3641 18.6166 18.5000
C 20.3352 19.5964 17.1263
H 19.0584 20.8637 18.3328
H 18.2190 20.1068 16.9792
H 18.2970 17.8615 18.3366
H 18.0009 19.1181 19.6024
H 19.8440 17.4773 19.9335
H 20.4478 19.2719 20.0414
H 20.2598 19.3419 16.0985
H 21.0223 20.4426 17.1530
C 16.6031 15.9586 12.1331
C 15.7223 14.9584 12.8749
C 14.2775 15.4914 12.7612
S 14.1936 16.1075 11.1084
O 13.6038 17.4277 11.0811
O 13.6952 15.0837 10.2660
C 15.9128 16.2546 10.7522
H 17.5905 15.5623 11.9652
H 16.7549 16.8609 12.7070
H 16.1144 14.8325 13.8844
H 15.8404 13.9653 12.3914
H 14.1366 16.3106 13.4601
H 13.4611 14.8100 13.0016
H 16.2035 17.2429 10.4027
H 16.1120 15.4776 10.0223
C 21.4435 8.5921 12.0880
C 21.7001 10.1012 12.5058
C 20.4762 10.6384 13.2545
S 19.4230 9.2491 13.4381
O 18.0324 9.6798 13.4037
O 19.8130 8.4452 14.5658
C 19.8972 8.4159 11.9567
H 21.8224 7.8929 12.8357
H 21.9014 8.3122 11.1046
H 21.7468 10.7350 11.6381
H 22.5877 10.2878 13.0986
H 19.8632 11.3005 12.6674
H 20.6210 11.0659 14.2713
H 19.3786 8.8421 11.1053
H 19.6254 7.3952 12.0732
C 21.8442 17.5714 26.5092
C 20.9874 18.3646 27.6018
C 21.9650 18.9409 28.6065
S 23.1146 17.6826 28.8638
O 22.4041 16.5715 29.4337
O 24.3400 18.1828 29.4238
C 23.2727 17.2695 27.0753
H 21.8451 18.1546 25.6121
H 21.4451 16.5989 26.1563
H 20.1729 17.7597 28.0658
H 20.3852 19.1901 27.1509
H 21.5554 19.3230 29.5410
H 22.6207 19.6895 28.2059
H 23.5202 16.2088 27.0405
H 24.0630 17.9127 26.6741
C 19.0210 8.1092 18.1136
C 17.7558 7.7787 18.9719
C 17.3045 8.9685 19.7638
S 17.7744 10.2954 18.6639
O 18.6308 11.2770 19.2249
O 16.6244 10.8039 17.9627
C 18.7558 9.4163 17.4787
H 19.0847 7.3518 17.3265
H 19.9288 8.0703 18.7599
H 17.9229 6.9001 19.5702
H 16.9744 7.5358 18.2829
H 17.8434 9.1134 20.7425
H 16.2361 9.0646 19.9676
H 19.6281 10.0408 17.3311
H 18.0863 9.3632 16.6042
C 20.4972 10.1129 23.5863
C 21.5546 10.1322 24.7220
C 21.6643 11.5435 25.3395
S 21.1292 12.6753 23.9675
O 22.2048 12.7288 23.0284
O 20.6117 13.9329 24.4633
C 19.8710 11.5121 23.5099
H 19.7351 9.4045 23.8183
H 20.9121 9.8473 22.6129
H 22.5420 9.8212 24.3171
H 21.2283 9.3884 25.4649
H 22.6813 11.8868 25.6207
H 21.0211 11.6544 26.2453
H 19.3887 11.8799 22.5349
H 19.0370 11.6564 24.1516
C 22.4922 17.1249 22.4734
C 23.2259 16.0552 23.3493
C 24.6783 16.3398 23.2531
S 24.9351 17.1230 21.7127
O 25.7973 16.2473 20.9745
O 25.3491 18.4876 21.9368
C 23.2484 17.0414 21.1624
H 22.5092 18.1291 22.8955
H 21.4375 16.8887 22.3134
H 22.8799 15.1086 22.9016
H 22.9134 16.1079 24.3606
H 25.3602 15.4595 23.1580
H 25.0819 16.9974 23.9784
H 23.0830 16.0310 20.6790
H 23.0300 17.7933 20.4584
C 18.7118 17.6048 24.6536
C 18.0516 16.4214 23.8736
C 17.7193 16.9285 22.4799
S 17.0528 18.4942 22.8507
O 15.7123 18.3188 23.3726
O 17.2484 19.3918 21.7370
C 18.0560 18.9153 24.2980
H 19.7200 17.5695 24.2218
H 18.8237 17.3131 25.7314
H 17.1423 16.1409 24.3830
H 18.6642 15.5021 23.8152
H 16.9208 16.4138 22.0046
H 18.5404 17.0312 21.8242
H 17.3847 19.3083 25.0624
H 18.7136 19.6879 23.9452
C 20.3120 19.0815 12.7681
C 20.1429 17.4729 12.8570
C 20.9052 17.0316 14.0681
S 22.4310 17.9200 13.9298
O 23.3898 17.1578 13.1699
O 22.9350 18.4467 15.1873
C 21.7624 19.3519 13.0456
H 19.5855 19.5712 13.4316
H 20.1555 19.5210 11.7596
H 20.5709 17.0139 11.9624
H 19.0672 17.2790 12.9525
H 21.1702 15.9685 14.1349
H 20.2830 17.2456 14.9462
H 22.4124 19.5222 12.1546
H 21.9992 20.0805 13.7842
C 26.2952 17.6587 15.8534
C 26.1102 17.4233 17.3744
C 27.2885 16.6196 17.9145
S 28.5585 16.5303 16.6136
O 28.3949 15.2534 15.9982
O 29.8601 16.9277 17.0100
C 27.7772 17.7473 15.5936
H 25.8675 18.6164 15.6266
H 25.7533 16.9454 15.1886
H 25.2078 16.9291 17.7073
H 25.9849 18.3688 17.8013
H 27.0782 15.5807 18.1717
H 27.7712 16.9904 18.7981
H 28.0425 17.4637 14.5847
H 28.2147 18.7876 15.7260
C 11.0602 13.7376 18.6589
C 10.1688 13.4720 17.4105
C 10.5926 14.4116 16.3132
S 12.3515 14.2310 16.4142
O 13.0467 15.3808 15.8587
O 12.7109 12.9611 15.8302
C 12.4279 14.3060 18.1840
H 11.2009 12.9038 19.3017
H 10.6576 14.5051 19.3107
H 9.1328 13.5274 17.6424
H 10.2986 12.4513 17.0803
H 10.3298 15.4501 16.5649
H 10.2703 14.0592 15.3267
H 12.6231 15.3252 18.4375
H 13.3055 13.7619 18.4824
C 21.5477 13.8261 18.5353
C 20.1549 13.8095 17.6841
C 19.1339 14.3807 18.6860
S 19.7813 14.1698 20.2992
O 18.8847 13.5373 21.2214
O 20.2847 15.4559 20.8371
C 21.1702 13.2258 19.8794
H 21.7653 14.8570 18.6010
H 22.3842 13.3047 18.0234
H 19.8534 12.7827 17.3560
H 20.2213 14.3845 16.7571
H 18.1472 13.9463 18.6976
H 18.9633 15.4614 18.6320
H 20.7529 12.2084 19.8863
H 21.9905 13.2336 20.6362
*
```

HOMO energy = -9.90 eV
Maximum force = 4.8 eV Å⁻¹
Molecular weight = 1931.7 g/mol
Calculated total energy = -282211.0410 eV
LUMO = -0.1828 eV
Gap between HOMO and LUMO = 9.72 eV

(4)
The following is a quantum chemistry calculation of a single C2H3NO2 molecule at a distorted geometry, from OMol25.

```
! wB97M-V def2-TZVPD RIJCOSX def2/J DEFGRID3
* xyz 0 1
C -0.9782 0.0806 -0.0163
C 0.3348 0.7506 0.1643
N 0.3127 -1.4554 0.0803
O -2.1380 0.1207 -0.0494
O 1.2204 -0.3142 -0.0003
H 0.5587 1.5657 -0.5344
H 0.3394 1.1385 1.1981
H 0.3501 -1.8867 -0.8422
*
```

HOMO energy (alpha / beta) = -8.92 / -8.92 eV
Maximum force = 3.6 eV Å⁻¹
Molecular weight = 73.1 g/mol
Calculated total energy = -7703.4207 eV
LUMO (alpha / beta) = 0.4938 / 0.4939 eV
Gap between HOMO and LUMO (alpha / beta) = 9.41 / 9.41 eV
ΔE to the lowest compared entry with this formula, charge and spin = 426.7 kJ/mol